No. 1
ORCA calculation (wB97M-V/def2-TZVPD) on the molecule C4HNO2.

Atoms and positions in Å:
O  2.243  -0.526  0.075
O  0.252  2.123  0.186
N  -0.093  -0.867  0.747
C  1.077  -0.592  0.024
C  -0.277  1.091  0.020
C  -1.045  -0.064  0.011
C  -0.035  -0.762  -0.864
H  -2.122  -0.403  -0.199

Properties
ΔE to the lowest compared entry with this formula, charge and spin, eV: 4.387
Max |F|, eV/Å: 3.06
Frontier orbital gap, hartree: 0.31516

These are the Löwdin partial charges, in e, on atoms 1 to 2: O 0.167; O 0.254


No. 2
ORCA calculation (wB97M-V/def2-TZVPD) on C4HO2Ru as an isolated structure.

Atoms and positions in Å:
Ru  -1.994  -2.547  0.454
O  -1.185  -1.173  -0.428
O  -0.816  1.354  0.134
C  -0.536  -0.123  -0.331
C  0.689  0.430  -0.333
C  1.843  0.175  0.324
C  2.982  0.057  0.873
H  -0.982  1.827  -0.693

Properties
Multiplicity: 6
Expectation value of S²: 8.769
Max |F|, eV/Å: 5.85
Frontier orbital gap (spin up / spin down), hartree: 0.25607 / 0.19910
Charge: +2

These are the Löwdin partial charges, in e, on atoms 1 to 2: Ru 1.643; O -0.127


No. 3
ORCA calculation (wB97M-V/def2-TZVPD) on C4HO2Tl as an isolated structure.

Atoms and positions in Å:
Tl  2.481  -0.670  1.085
O  -2.971  -0.146  0.755
O  1.419  0.547  -0.028
C  -0.261  -0.160  -0.211
C  -1.298  0.242  -1.097
C  0.961  -0.828  -0.275
C  -1.919  -0.116  0.003
H  -3.711  -0.610  0.336

Properties
ΔE to the lowest compared entry with this formula, charge and spin, eV: 2.939
Max |F|, eV/Å: 8.25
Frontier orbital gap (spin up / spin down), hartree: 0.29151 / 0.22136
Charge: +2

These are the Löwdin partial charges, in e, on atoms 1 to 2: Tl 1.496; O 0.275


No. 4
ORCA calculation (wB97M-V/def2-TZVPD) on C4MnO4 as an isolated structure.

Atoms and positions in Å:
Mn  0.000  0.515  -0.492
O  0.001  2.029  -3.094
O  -2.385  -1.190  -0.763
O  2.383  -1.194  -0.761
O  0.001  1.925  2.100
C  0.001  1.183  1.203
C  1.456  -0.560  -0.440
C  0.001  1.442  -2.088
C  -1.457  -0.558  -0.441

Properties
Multiplicity: 6
Expectation value of S²: 8.783
ΔE to the lowest compared entry with this formula, charge and spin, eV: 1.472
Max |F|, eV/Å: 12.49
Frontier orbital gap (spin up / spin down), hartree: 0.41698 / 0.44512
Charge: +2

These are the Löwdin partial charges, in e, on atoms 1 to 2: Mn 0.709; O 0.308


No. 5
ORCA calculation (wB97M-V/def2-TZVPD) on a 9-piece molecular cluster, C50H104N3O14S5 overall.

Atoms and positions in Å:
S  -0.038  -1.037  6.868
S  4.461  -5.240  1.740
S  -2.193  -4.874  -3.647
S  3.833  0.354  4.756
S  -5.771  -1.606  3.220
O  -0.086  -2.799  -6.088
O  1.402  -1.926  2.332
O  5.699  -5.905  1.358
O  4.555  -0.914  4.986
O  -0.853  -4.928  -4.227
O  -6.283  -2.663  4.084
O  -5.132  -0.486  3.807
O  -3.343  -5.082  -4.508
O  1.155  -1.868  6.884
O  5.755  4.151  -1.760
O  -0.222  0.042  7.792
O  2.515  0.616  5.377
O  4.348  -4.568  3.055
O  -2.762  6.460  2.133
N  -0.694  -1.536  -5.971
N  4.680  3.435  -1.306
N  -2.550  5.145  1.831
C  0.307  -0.587  -5.551
C  -0.180  5.651  1.504
C  -2.043  2.251  1.921
C  -0.993  -1.450  -8.534
C  -0.871  3.283  1.584
C  2.056  -5.633  0.480
C  -1.617  -1.295  -7.125
C  -6.980  -1.322  1.911
C  2.985  -4.766  -0.480
C  -0.970  4.616  3.710
C  1.580  -0.439  -6.519
C  -1.980  -0.352  5.040
C  -3.387  2.887  1.532
C  -3.695  4.322  2.018
C  -2.119  -5.517  -0.971
C  3.779  5.304  0.027
C  3.989  -4.007  0.458
C  3.400  4.173  -1.044
C  -1.657  -2.053  7.009
C  0.787  -0.926  -4.133
C  -2.887  -2.186  -6.850
C  -2.269  0.172  -7.016
C  -5.550  -3.205  1.055
C  2.341  3.241  -0.405
C  5.688  2.102  3.851
C  -2.345  -3.493  -2.456
C  -4.634  -2.436  2.012
C  0.629  -1.423  1.278
C  -1.242  1.183  -6.518
C  4.701  1.963  -3.212
C  -0.440  -0.466  5.181
C  2.763  4.894  -2.259
C  -2.261  -6.232  -2.320
C  4.559  2.131  2.809
C  -0.895  -1.627  1.474
C  -0.342  0.811  -5.383
C  3.715  0.807  2.945
C  -2.709  -4.137  -1.138
C  -7.041  -2.730  1.233
C  -4.931  4.918  1.302
C  4.750  2.044  -1.722
C  3.014  -6.398  1.442
C  -2.615  -1.351  6.055
C  -3.975  4.175  3.564
C  3.636  1.145  -1.092
C  -1.206  4.678  2.140
C  2.267  1.876  -1.064
C  6.074  1.456  -1.074
C  5.050  1.655  5.168
C  1.048  -1.731  -0.083
H  7.055  1.825  -1.373
H  -1.747  2.076  -6.149
H  1.548  1.322  -0.460
H  3.867  2.963  2.939
H  -0.084  -1.107  -3.503
H  -1.482  -3.060  6.630
H  -3.986  -1.666  1.592
H  6.201  3.037  4.076
H  -2.461  -0.473  4.069
H  3.758  0.933  -0.029
H  -3.185  -2.065  5.460
H  5.641  1.565  6.080
H  1.134  -1.941  -3.941
H  -4.252  5.141  3.987
H  3.489  0.208  -1.629
H  -2.900  6.770  1.235
H  4.371  4.879  0.838
H  2.577  3.055  0.642
H  -5.641  -4.281  1.207
H  1.410  -4.966  1.051
H  -1.618  -7.048  -2.650
H  -7.958  -1.041  2.303
H  -0.474  5.968  0.503
H  -0.147  -1.256  4.491
H  -3.398  -0.921  6.681
H  -3.095  -2.768  -2.773
H  -4.108  2.234  2.024
H  0.720  -0.343  1.394
H  6.065  0.366  -1.097
H  2.367  0.135  -6.031
H  4.453  0.950  -3.528
H  -1.202  3.644  4.146
H  0.072  4.817  3.957
H  2.336  -4.068  -1.009
H  2.647  -6.791  2.391
H  -0.912  0.949  -4.464
H  -3.128  -2.261  -5.790
H  -5.558  4.030  1.231
H  -2.648  -3.226  -7.072
H  1.322  3.617  -0.501
H  -1.764  -1.291  -9.288
H  3.603  5.392  -2.741
H  -7.530  -2.760  0.259
H  -3.613  2.779  0.471
H  -5.167  -3.184  0.034
H  3.429  -3.252  1.009
H  -1.947  -2.171  8.053
H  -1.225  -2.662  1.567
H  -2.223  0.644  5.411
H  5.693  2.269  -3.542
H  -7.676  -3.371  1.844
H  -1.560  5.310  4.307
H  1.993  2.031  -2.107
H  -3.792  -4.211  -1.236
H  3.984  -0.007  2.271
H  0.068  2.875  1.959
H  6.427  1.379  3.505
H  0.066  0.409  4.771
H  4.772  -3.644  -0.208
H  2.659  0.934  2.704
H  2.062  -1.398  -6.709
H  1.313  -0.229  -7.555
H  -0.121  -0.830  -8.742
H  -0.637  3.329  0.521
H  0.004  6.558  2.081
H  0.745  -2.713  -0.446
H  3.400  -7.258  0.895
H  4.929  2.283  1.795
H  -3.963  -3.077  2.584
H  -1.250  -1.221  2.422
H  0.476  1.531  -5.398
H  -2.605  0.509  -7.997
H  -2.016  1.925  2.960
H  -3.220  3.640  4.140
H  -0.695  -2.485  -8.697
H  6.074  1.750  -0.025
H  -2.415  -3.387  -0.404
H  4.404  6.065  -0.438
H  0.780  5.159  1.354
H  -1.873  1.369  1.303
H  2.113  5.637  -1.796
H  3.489  -5.338  -1.259
H  -6.626  -0.529  1.251
H  0.513  -1.214  -0.880
H  -1.366  -3.031  -2.327
H  -0.552  1.467  -7.313
H  -3.304  -6.545  -2.372
H  3.921  2.586  -3.651
H  2.854  5.705  0.442
H  -1.365  -1.195  0.591
H  1.560  -0.276  -3.723
H  6.172  4.522  -0.979
H  -3.663  -1.805  -7.514
H  -1.099  -5.397  -0.605
H  2.275  4.290  -3.024
H  -0.371  -3.278  -5.307
H  -5.499  5.679  1.837
H  -2.594  -6.060  -0.154
H  -3.098  0.179  -6.308
H  4.378  2.497  5.336
H  -4.817  3.502  3.722
H  -4.768  5.374  0.325
H  1.377  -6.273  -0.084
H  2.074  -1.430  -0.295

Properties
ΔE to the lowest compared entry with this formula, charge and spin, eV: 0.000
Max |F|, eV/Å: 4.08
Frontier orbital gap, hartree: 0.19420
Charge: -1

These are the Löwdin partial charges, in e, on atoms 1 to 2: S 0.696; S 0.715


No. 6
ORCA calculation (wB97M-V/def2-TZVPD) on a 12-piece molecular cluster, C50H115NO24 overall.

Atoms and positions in Å:
O  7.164  0.236  2.870
O  0.391  -3.768  0.395
O  0.725  -2.742  -1.424
O  0.139  1.062  -4.076
O  4.714  -1.171  1.737
O  3.725  -5.782  -0.556
O  1.515  4.746  1.040
O  -2.289  -2.207  4.088
O  -0.449  3.732  -2.718
O  -4.052  4.146  1.078
O  6.524  -5.592  0.296
O  -3.889  -5.073  2.494
O  2.972  7.261  0.366
O  -7.012  1.604  -0.363
O  3.869  -4.619  -4.558
O  -3.560  6.645  2.135
O  1.132  -3.427  -5.605
O  -0.004  1.723  4.221
O  3.098  3.258  -2.577
O  4.349  0.662  -2.079
O  -4.322  0.733  -1.747
O  -3.273  -3.658  -2.456
O  -6.151  -4.956  -1.840
O  -2.643  2.044  5.699
N  0.334  -2.772  -0.280
C  1.289  1.182  4.421
C  1.491  -4.394  -4.674
C  -1.760  3.062  5.210
C  -0.845  -0.213  2.031
C  3.556  -0.834  1.079
C  -3.436  -3.755  2.617
C  1.927  -3.359  -6.744
C  2.591  2.225  -1.793
C  -3.952  2.578  5.732
C  -4.764  -5.418  -1.822
C  -3.803  -4.921  -2.870
C  -5.700  0.448  -1.958
C  2.768  -4.112  -3.864
C  -2.868  -6.061  2.324
C  4.844  -0.515  2.963
C  0.918  3.867  1.964
C  4.799  -0.588  -2.580
C  0.022  -0.347  -0.612
C  4.283  -4.727  0.269
C  -0.332  0.864  -0.059
C  2.633  -6.469  0.105
C  7.560  0.124  1.495
C  6.301  -0.746  3.353
C  -6.252  -3.542  -1.668
C  1.584  7.110  0.296
C  7.611  -6.142  1.009
C  -2.862  -3.483  3.982
C  -3.576  0.682  -2.980
C  -4.121  2.773  1.070
C  -7.770  1.491  0.821
C  5.442  -5.180  1.108
C  -0.301  2.619  5.272
C  5.050  -4.630  -3.865
C  0.178  3.503  -3.963
C  -4.835  6.211  1.676
C  -0.261  -0.118  -4.681
C  -3.462  7.198  3.430
C  4.203  3.883  -2.046
C  -0.742  0.963  1.241
C  0.008  4.994  -2.119
C  3.021  0.905  -2.387
C  -6.426  0.378  -0.648
C  1.146  6.108  1.318
C  0.010  -1.443  0.256
C  -5.082  4.769  1.917
C  3.459  7.921  -0.795
C  -2.109  -3.327  -3.133
C  -0.407  2.283  -4.631
C  -3.186  -1.126  4.260
C  -0.450  -1.463  1.583
H  -1.965  3.332  4.169
H  -5.906  -0.471  -2.518
H  -4.603  1.933  6.310
H  -2.950  -5.629  -2.814
H  -5.644  -3.050  -0.908
H  -0.187  2.340  -5.691
H  4.645  -3.976  -0.422
H  0.620  -4.344  -4.029
H  -7.135  1.482  1.710
H  -7.335  -3.315  -1.579
H  8.160  -5.427  1.628
H  8.050  -0.831  1.277
H  6.776  0.269  0.760
H  1.430  -2.637  -7.428
H  5.719  -4.407  1.844
H  -3.323  -7.082  2.453
H  -2.495  0.800  -2.839
H  3.511  -4.175  0.899
H  -8.325  0.536  0.827
H  4.647  0.563  2.897
H  4.576  -0.683  -3.653
H  3.677  0.168  0.738
H  5.111  3.235  -2.087
H  -0.453  5.856  -2.487
H  -0.168  -0.074  -5.748
H  2.735  -4.595  -2.910
H  0.057  6.187  1.392
H  -1.316  -0.197  2.945
H  7.194  -6.997  1.567
H  -8.451  2.337  0.911
H  -1.828  -2.314  -2.877
H  1.313  6.644  -0.715
H  -0.556  -2.367  2.166
H  8.364  -6.458  0.304
H  -6.045  4.504  1.539
H  4.562  7.949  -0.711
H  6.317  -0.600  4.404
H  5.440  -3.642  -3.575
H  4.186  -1.010  3.682
H  -3.838  -1.315  5.130
H  -2.122  -6.079  3.127
H  1.780  -5.841  0.058
H  5.170  -6.086  1.657
H  -0.072  2.118  6.233
H  2.936  -3.039  -6.439
H  -2.458  -5.939  1.337
H  -1.266  -0.339  -4.465
H  1.475  2.310  -1.851
H  -3.309  2.440  1.710
H  -4.928  4.529  2.972
H  1.488  6.405  2.327
H  3.003  8.883  -0.917
H  1.230  4.033  2.975
H  -2.546  -0.208  4.377
H  -1.509  2.278  -4.447
H  -4.139  -4.897  -3.915
H  -3.676  -3.579  4.671
H  -2.348  7.297  3.617
H  -7.139  -0.416  -0.699
H  -4.845  -6.544  -1.947
H  0.426  3.456  5.242
H  1.399  0.424  3.622
H  -3.979  8.201  3.501
H  -0.417  1.750  -0.711
H  -4.010  1.426  -3.709
H  1.362  0.656  5.426
H  -3.945  6.531  4.082
H  -2.205  -3.328  -4.211
H  2.899  1.019  -3.461
H  -3.677  -0.326  -3.496
H  4.356  4.758  -2.697
H  6.615  -1.745  3.113
H  1.169  2.866  1.739
H  4.173  -1.417  -2.138
H  -2.762  -3.463  1.823
H  0.451  -0.848  -4.303
H  -3.777  -0.996  3.332
H  2.677  -0.870  1.711
H  -4.268  2.493  4.683
H  3.511  -1.449  0.178
H  -5.651  6.757  2.226
H  2.934  -6.828  1.104
H  -3.960  3.655  6.038
H  5.896  -0.745  -2.450
H  -4.424  -3.213  2.487
H  -5.865  -2.967  -2.551
H  2.734  -3.045  -3.673
H  1.240  3.361  -3.785
H  2.009  -4.328  -7.206
H  5.863  -5.106  -4.431
H  4.024  4.295  -1.026
H  0.127  4.352  -4.650
H  -5.788  0.107  0.208
H  -2.133  -4.221  4.308
H  1.490  -5.407  -5.046
H  -6.217  1.279  -2.492
H  -4.330  -5.349  -0.798
H  0.220  -0.452  -1.643
H  8.382  0.860  1.330
H  -4.800  6.509  0.639
H  2.102  1.941  4.310
H  -3.856  2.455  0.023
H  1.074  5.010  -2.296
H  -0.959  1.905  1.687
H  -1.870  4.031  5.681
H  2.405  -7.357  -0.458
H  2.365  0.166  -1.881
H  -1.284  -4.012  -2.856
H  2.867  2.382  -0.734
H  3.129  7.273  -1.643
H  1.060  8.066  0.430
H  4.932  -5.161  -2.928
H  -5.084  2.407  1.347
H  -0.182  5.011  -1.036
H  -0.143  4.050  2.044

Properties
SMILES: O=[N+]([O-])c1ccccc1.COCCOC.COCCOC.COCCOC.COCCOC.COCCOC.COCCOC.COCCOC.COCCOC.COCCOC.COCCOC.COCCOC
ΔE to the lowest compared entry with this formula, charge and spin, eV: 0.000
Max |F|, eV/Å: 3.18
Frontier orbital gap, hartree: 0.32807

These are the Löwdin partial charges, in e, on atoms 1 to 2: O -0.172; O 0.073